1.
56
Properties=species:S:1:pos:R:3:forces:R:3 method="wB97M-V/def2-TZVPD" e_homo_ev="-4.35 / -4.46" e_lumo_ev="-1.908 / -1.843" molar_mass_da=410.307 homo_lumo_gap_ev="2.44 / 2.62" charge=0 energy_ha=-2434.97540 de_lowest_ev=5.598 fmax_ev_per_a=4.9
P 1.1491 -4.6216 -1.7541 3.2 -2.4 -0.3
P -0.7589 -4.4195 1.2662 1.3 -2.5 2.1
C 0.5872 -5.9379 -0.6463 -0.8 -0.2 0.4
C -0.7940 -5.6698 -0.0539 -0.3 -0.2 -0.3
H 1.3516 -6.0889 0.1318 -0.2 0.2 -0.4
H 0.5507 -6.8737 -1.2293 0.0 0.5 0.0
H -1.5088 -5.3533 -0.8283 0.1 -0.1 0.2
H -1.1792 -6.6017 0.3908 0.0 0.4 -0.1
C -1.1625 -5.4735 2.7093 0.3 -0.2 0.1
H -1.3340 -4.8456 3.5932 0.0 -0.1 -0.2
H -0.3428 -6.1727 2.9193 -0.2 0.1 0.0
H -2.0748 -6.0374 2.4813 0.1 0.2 0.1
C -2.1687 -3.3654 1.2209 0.8 0.9 -0.9
H -3.1039 -3.8880 1.4455 0.4 -0.2 0.1
H -2.1839 -3.0926 0.1425 -0.6 0.2 0.9
H -2.0469 -2.4719 1.8452 -0.1 -0.1 -0.3
C 2.3734 -5.6807 -2.6022 -0.1 -0.4 -0.7
H 2.6412 -5.2528 -3.5717 0.1 0.0 0.1
H 1.9576 -6.6799 -2.7722 0.1 0.2 -0.2
H 3.2822 -5.8062 -2.0060 -0.3 0.1 0.0
C -0.0232 -4.2527 -3.0373 -0.6 0.5 -0.1
H -0.9768 -3.8850 -2.6325 0.2 0.1 -0.2
H -0.1937 -5.1827 -3.6027 0.1 0.2 0.3
H 0.4096 -3.5069 -3.7188 -0.2 -0.1 0.2
Be -2.1065 -1.2100 -0.7979 -1.1 3.7 0.0
C 1.1737 -3.9705 1.8191 -3.5 3.2 -0.9
C 2.3823 -4.6871 1.7079 0.7 -1.8 -0.3
C 3.6193 -3.8965 1.8922 1.0 0.0 0.4
C 4.1981 -3.1851 0.6523 0.4 0.8 0.4
C 3.6892 -3.7428 -0.5779 0.3 -1.6 -1.2
C 2.4122 -3.3967 -1.1227 -2.5 2.1 0.0
C 1.5708 -2.3642 -0.3218 0.2 0.3 -0.2
C 1.3160 -2.5393 1.1971 -0.1 0.5 0.7
C -2.0491 -0.1005 -2.1368 0.0 -0.2 -0.3
H 0.7856 -3.8839 2.8588 0.6 0.2 -0.1
H 2.4277 -5.7623 1.8033 0.1 -0.1 0.2
H 4.3899 -4.5589 2.2837 0.0 -0.1 0.0
H 3.4395 -3.1344 2.6371 0.1 0.1 0.5
H 3.9474 -2.1090 0.6226 0.1 -0.3 0.5
H 5.2912 -3.2514 0.6584 -0.2 0.0 0.1
H 4.3324 -4.3088 -1.2252 0.4 -0.1 0.0
H 2.5853 -2.9125 -2.1078 -0.1 -0.1 0.0
H 0.5839 -2.2788 -0.8129 0.3 0.2 0.2
H 2.0294 -1.3599 -0.4637 -0.4 -0.6 0.2
H 2.0476 -1.9254 1.7528 -0.3 -0.5 -0.1
H 0.3702 -2.0251 1.3807 0.3 0.2 -0.1
H -3.0283 0.3921 -2.2313 0.4 0.0 -0.3
H -1.8320 -0.7229 -3.0196 0.0 0.4 -0.4
H -1.2410 0.6136 -1.9276 -0.3 0.0 -0.4
Cl -2.7196 1.7581 0.4912 -0.4 2.1 -0.5
C -2.3948 0.1531 0.9153 -0.4 -2.6 -0.1
Cl -3.6763 -2.3240 -1.1962 -0.5 -1.5 -0.2
C -0.9376 -0.1508 0.9504 -1.8 -0.4 -1.4
O -0.1402 0.2017 1.7873 1.3 -0.4 0.1
O -0.7162 -0.9515 -0.1166 2.2 -0.8 2.2
H -2.8837 -0.0751 1.8552 0.0 0.1 0.5

***

2.
57
Properties=species:S:1:pos:R:3:forces:R:3 method="wB97M-V/def2-TZVPD" e_homo_ev=-7.92 e_lumo_ev=0.616 molar_mass_da=501.244 homo_lumo_gap_ev=8.54 charge=0 energy_ha=-6471.07913 fmax_ev_per_a=0.6
C -0.8478 1.2600 3.6108 -0.4 0.1 0.2
C -1.6405 -0.0308 3.3958 0.1 0.3 -0.1
P -0.7012 -1.6124 3.2669 0.2 -0.2 0.1
C -2.1730 -2.6414 2.9108 0.0 0.0 -0.3
C 0.2870 -1.4781 1.6242 -0.1 0.2 -0.1
C -0.1767 -0.3577 0.6351 0.3 -0.1 0.0
C -0.1300 -0.6268 -0.8782 -0.1 0.0 -0.1
O 0.0260 0.6218 -1.5677 0.1 0.1 0.4
C -1.3682 -1.3767 -1.4466 0.0 -0.1 0.0
N -2.4762 -1.5702 -0.5044 -0.2 0.0 -0.2
C 0.3191 -2.8238 0.8603 0.2 0.2 -0.1
O -0.5756 -3.6052 0.6718 -0.4 -0.3 0.2
N 1.5809 -2.9981 0.3135 0.2 0.0 0.5
C 2.4563 -1.8953 0.6751 0.2 0.0 -0.2
C 1.8227 -1.3518 1.9592 -0.1 -0.3 0.1
C 2.3822 -0.0314 2.5242 0.2 0.0 -0.5
Br 2.1156 -0.0340 4.4368 0.1 -0.1 0.3
C 3.8684 0.1809 2.1509 0.0 0.0 0.0
C 4.0179 0.7326 0.7263 0.1 0.0 0.0
Br 4.8014 1.4120 3.3639 0.0 0.1 -0.1
H -1.5309 2.1158 3.6007 0.0 -0.1 0.0
H -0.3414 1.2623 4.5767 0.0 0.0 -0.2
H -0.1119 1.4330 2.8265 0.0 0.0 0.0
H -2.3088 0.0755 2.5355 0.0 -0.1 0.0
H -2.2943 -0.1868 4.2620 0.1 -0.1 -0.1
H -2.6973 -2.3087 2.0177 -0.1 0.0 0.0
H -2.8349 -2.5368 3.7756 0.1 -0.1 0.0
H -1.8868 -3.6804 2.7842 -0.1 -0.1 0.1
H 0.4741 0.5054 0.7972 -0.1 0.0 -0.1
H -1.1924 -0.0505 0.8615 -0.1 0.0 0.1
H 0.7651 -1.1867 -1.1464 -0.1 0.0 -0.1
H -0.6396 1.2252 -1.2041 0.0 -0.1 -0.3
H -1.7182 -0.7741 -2.2884 0.1 0.0 0.0
H -1.0391 -2.3359 -1.8559 0.0 0.0 0.1
H -3.3285 -1.1897 -0.8967 0.0 0.0 0.1
H -2.6359 -2.5559 -0.3353 0.1 0.1 0.1
H 1.9406 -3.9406 0.3815 -0.1 0.0 -0.4
H 3.4924 -2.2257 0.7770 -0.1 -0.1 0.2
H 2.4425 -1.1548 -0.1261 0.0 0.0 0.0
H 2.0210 -2.1221 2.7159 0.0 0.1 0.0
H 1.8382 0.8257 2.1280 0.0 0.0 0.2
H 4.4158 -0.7518 2.2842 0.0 0.1 0.0
H 4.1686 -0.0667 0.0020 0.0 0.0 0.0
H 4.8729 1.4029 0.6558 0.0 -0.1 0.0
H 3.1300 1.2989 0.4347 0.0 0.0 0.0
C -1.6571 2.2066 -6.0617 0.0 0.0 0.0
C -1.6300 3.5614 -5.3662 0.0 -0.1 0.0
C -1.0884 3.4806 -3.9336 0.0 0.0 -0.1
C -1.9047 2.6109 -3.0911 -0.1 -0.1 0.1
N -2.5514 1.9133 -2.4467 0.0 0.1 0.0
H -2.3180 1.5106 -5.5437 0.0 0.0 0.0
H -2.0154 2.3069 -7.0858 0.0 0.0 0.0
H -0.6608 1.7624 -6.0955 0.0 0.0 0.0
H -2.6330 3.9910 -5.3449 0.0 0.0 0.0
H -0.9987 4.2548 -5.9239 0.0 0.0 0.0
H -1.0607 4.4676 -3.4698 0.0 0.0 0.0
H -0.0712 3.0826 -3.9297 0.0 0.0 0.0

***

3.
60
Properties=species:S:1:pos:R:3:forces:R:3 method="wB97M-V/def2-TZVPD" spin_multiplicity=2 e_homo_ev="-15.67 / -15.67" e_lumo_ev="-9.409 / -9.913" molar_mass_da=489.720 homo_lumo_gap_ev="6.26 / 5.76" charge=+2 energy_ha=-3144.54258 de_lowest_ev=1.486 fmax_ev_per_a=4.5
C -1.2031 0.0317 -1.8756 -0.1 -0.7 -0.5
C -1.2149 1.2444 -1.0032 -2.8 3.1 -1.6
H -2.2083 -0.1062 -2.3012 0.4 0.0 0.2
H -0.9586 -0.9577 -1.3491 -0.4 0.9 -1.0
H -0.5033 0.1724 -2.7119 -0.2 -0.1 0.3
O -2.0096 2.1782 -1.1168 2.2 -2.7 0.5
Cl 0.5424 -3.1413 0.6397 -0.6 1.2 -0.6
Ti 0.0639 -0.9434 0.3462 1.8 -2.0 2.4
P -2.5186 -0.8115 0.8279 -1.1 0.3 1.1
C -3.0000 0.6852 1.7638 0.4 0.1 -0.1
C -3.8666 -0.9209 -0.4043 0.5 -0.1 -0.5
H -4.7956 -1.1976 0.1128 0.3 0.1 -0.1
H -3.9530 -2.3835 1.9728 0.3 0.1 0.0
H -3.6221 -1.6892 -1.1482 -0.3 0.1 0.1
H -2.3166 -3.0638 1.6757 -0.3 0.1 0.2
H -2.8540 1.5727 1.1345 -0.2 -0.1 0.3
H -3.9976 0.0422 -0.9145 -0.1 -0.2 0.2
C -2.8759 -2.1720 1.9850 0.4 -0.3 0.0
H -4.0578 0.6057 2.0474 0.3 0.0 -0.1
H -2.5611 -1.8940 2.9993 0.0 0.0 -0.3
H -2.3793 0.7715 2.6626 -0.2 0.0 -0.2
P 1.7343 -1.0575 -1.6375 1.3 0.1 -0.5
C 2.2077 0.4923 -2.4663 -0.1 0.2 0.3
C 3.3467 -1.7773 -1.1990 -0.1 0.0 0.6
H 0.7855 -3.0727 -2.5700 0.1 0.1 -0.2
H 2.1052 -2.4132 -3.5857 -0.2 0.1 0.1
H 0.4710 -1.6699 -3.6299 0.2 -0.2 0.0
C 1.2172 -2.1588 -2.9949 -0.6 -0.1 0.3
H 3.1956 -2.5959 -0.4865 0.2 0.1 -0.2
H 3.8144 -2.1643 -2.1132 -0.1 0.2 0.2
H 2.8790 0.2556 -3.3020 -0.2 0.1 0.2
H 2.7275 1.1144 -1.7227 -0.1 -0.2 -0.4
H 3.9807 -1.0064 -0.7437 -0.2 -0.2 -0.1
H 1.3313 1.0302 -2.8379 0.2 0.0 -0.1
C -0.1884 1.2861 0.1068 2.1 3.0 2.7
O 0.3088 2.1670 0.7507 -1.7 -2.5 -2.2
C 0.8099 -2.6179 4.6828 -0.2 -0.4 0.0
C 2.0589 -1.7951 4.4400 0.5 -0.1 -0.3
C 1.8528 -0.3410 3.9166 0.2 0.2 -0.2
C 1.0651 0.5932 4.8817 0.6 0.5 0.0
C -0.3962 0.3047 5.1522 -0.4 0.0 0.2
C 3.2471 0.2846 3.7396 1.4 -0.2 1.8
O 4.1218 0.2361 4.5942 -1.8 0.1 -1.4
N 3.4585 0.9984 2.5639 -0.1 -0.2 -0.9
C 2.9098 0.6729 1.3243 1.7 1.1 0.1
O 3.3605 1.1542 0.2940 -1.0 -0.9 1.0
N 1.8371 -0.1955 1.4003 -1.8 -0.5 -0.5
C 1.2115 -0.3981 2.5569 -0.4 -0.2 0.8
O -0.0329 -0.7259 2.4203 0.8 0.3 -1.3
H 0.4250 -2.4810 5.6993 0.0 -0.1 -0.3
H 1.0575 -3.6794 4.5611 -0.1 0.2 0.1
H 0.0334 -2.3742 3.9501 0.0 -0.2 0.3
H 2.6632 -1.7387 5.3569 -0.1 0.2 -0.4
H 2.6822 -2.3008 3.6841 0.0 0.1 0.3
H 1.6212 0.5872 5.8324 0.0 -0.1 -0.4
H 1.1540 1.6139 4.4754 0.0 -0.2 0.2
H -0.5859 -0.7579 5.3161 -0.1 0.4 0.0
H -0.6834 0.8404 6.0661 0.0 -0.1 -0.2
H -1.0397 0.6748 4.3473 0.1 -0.2 0.1
H 4.3298 1.5144 2.5011 0.0 0.0 0.1